[1]
{
  "formula": "C48H108N4O8",
  "method": "ωB97M-V/def2-TZVPD",
  "species": ["C", "C", "C", "C", "C", "C", "C", "C", "C", "N", "O", "H", "H", "H", "H", "H", "H", "H", "H", "H", "H", "H", "H", "H", "H", "H", "H", "H", "H", "H", "C", "C", "C", "C", "C", "C", "C", "C", "C", "N", "O", "H", "H", "H", "H", "H", "H", "H", "H", "H", "H", "H", "H", "H", "H", "H", "H", "H", "H", "H", "C", "C", "C", "C", "C", "C", "C", "C", "C", "N", "O", "H", "H", "H", "H", "H", "H", "H", "H", "H", "H", "H", "H", "H", "H", "H", "H", "H", "H", "H", "C", "C", "C", "C", "C", "C", "C", "C", "C", "N", "O", "H", "H", "H", "H", "H", "H", "H", "H", "H", "H", "H", "H", "H", "H", "H", "H", "H", "H", "H", "C", "C", "C", "O", "H", "H", "H", "H", "H", "H", "H", "H", "C", "C", "C", "O", "H", "H", "H", "H", "H", "H", "H", "H", "C", "C", "C", "O", "H", "H", "H", "H", "H", "H", "H", "H", "C", "C", "C", "O", "H", "H", "H", "H", "H", "H", "H", "H"],
  "xyz": [[4.703, -4.602, 1.780], [4.026, -5.970, 1.669], [5.023, -7.012, 1.086], [3.622, -6.550, 3.017], [2.367, -5.914, 3.663], [1.197, -5.951, 2.660], [1.577, -5.417, 1.229], [0.413, -5.975, 0.397], [1.566, -3.892, 1.201], [2.835, -6.046, 0.838], [3.144, -5.662, -0.503], [5.593, -4.612, 2.408], [4.912, -4.220, 0.780], [4.038, -3.845, 2.201], [4.511, -7.962, 0.915], [5.434, -6.635, 0.150], [5.824, -7.307, 1.766], [3.450, -7.627, 3.052], [4.494, -6.400, 3.664], [2.107, -6.293, 4.650], [2.542, -4.843, 3.821], [0.438, -5.326, 3.143], [0.693, -6.917, 2.620], [-0.548, -5.495, 0.594], [0.251, -7.044, 0.517], [0.519, -5.754, -0.673], [2.069, -3.506, 0.314], [1.950, -3.426, 2.109], [0.533, -3.537, 1.167], [3.234, -6.510, -0.952], [2.364, -1.157, 4.348], [1.734, 0.223, 4.283], [2.884, 1.226, 4.083], [0.801, 0.330, 3.032], [-0.523, -0.430, 3.224], [-1.262, 0.237, 4.370], [-0.452, 0.235, 5.669], [-1.141, 1.292, 6.580], [-0.516, -1.127, 6.370], [0.930, 0.647, 5.433], [1.643, 0.896, 6.617], [2.905, -1.394, 3.431], [3.030, -1.270, 5.206], [1.616, -1.947, 4.450], [3.517, 1.254, 4.976], [3.593, 0.896, 3.323], [2.517, 2.237, 3.903], [0.632, 1.381, 2.789], [1.315, -0.056, 2.147], [-1.081, -0.445, 2.286], [-0.266, -1.471, 3.442], [-2.269, -0.164, 4.521], [-1.512, 1.245, 4.021], [-2.140, 0.945, 6.844], [-1.241, 2.243, 6.054], [-0.562, 1.477, 7.483], [0.153, -1.815, 5.849], [-1.482, -1.638, 6.347], [-0.205, -1.053, 7.411], [1.956, 1.799, 6.499], [0.041, 4.794, -2.971], [0.391, 5.183, -1.535], [0.873, 6.642, -1.485], [-0.878, 5.007, -0.669], [-0.618, 4.904, 0.851], [0.448, 3.818, 1.100], [1.769, 4.050, 0.308], [2.578, 5.197, 0.948], [2.563, 2.745, 0.433], [1.415, 4.293, -1.076], [2.542, 4.247, -1.919], [-0.020, 3.709, -3.078], [0.779, 5.142, -3.694], [-0.933, 5.185, -3.273], [0.980, 7.105, -0.505], [0.214, 7.282, -2.083], [1.836, 6.822, -1.970], [-1.504, 5.885, -0.838], [-1.352, 4.092, -1.032], [-1.477, 4.620, 1.458], [-0.203, 5.847, 1.208], [0.093, 2.790, 1.024], [0.693, 3.949, 2.161], [3.041, 4.928, 1.897], [3.352, 5.522, 0.247], [2.013, 6.121, 1.084], [3.561, 2.810, -0.001], [2.727, 2.532, 1.492], [2.024, 1.889, 0.029], [2.594, 3.314, -2.165], [-4.570, -1.084, -0.786], [-4.996, 0.112, 0.103], [-6.190, -0.294, 0.970], [-3.812, 0.509, 0.982], [-3.965, 1.908, 1.590], [-4.165, 2.874, 0.416], [-5.374, 2.596, -0.455], [-6.686, 2.948, 0.274], [-5.236, 3.528, -1.680], [-5.327, 1.189, -0.877], [-6.436, 0.863, -1.683], [-4.453, -1.979, -0.173], [-5.418, -1.377, -1.411], [-3.752, -0.765, -1.428], [-7.157, -0.311, 0.467], [-5.986, -1.267, 1.421], [-6.376, 0.394, 1.798], [-3.773, -0.252, 1.767], [-2.885, 0.474, 0.408], [-4.836, 1.996, 2.242], [-3.092, 2.177, 2.186], [-3.244, 3.096, -0.129], [-4.290, 3.838, 0.928], [-6.878, 2.208, 1.049], [-7.575, 2.874, -0.354], [-6.619, 3.970, 0.648], [-5.139, 4.547, -1.304], [-6.124, 3.508, -2.312], [-4.373, 3.239, -2.281], [-6.012, 0.535, -2.483], [1.764, 1.284, -4.998], [2.988, 1.054, -4.115], [4.084, 2.056, -4.479], [2.722, 1.214, -2.758], [1.098, 0.420, -4.924], [1.960, 1.428, -6.062], [1.219, 2.178, -4.688], [3.467, 0.101, -4.372], [3.710, 3.085, -4.410], [4.474, 1.983, -5.494], [4.909, 2.020, -3.765], [2.039, 0.626, -2.388], [-1.020, -1.622, -0.996], [-0.270, -0.657, -1.888], [-0.469, 0.785, -1.416], [1.129, -0.907, -1.686], [-2.092, -1.378, -0.944], [-0.759, -1.578, 0.065], [-1.068, -2.680, -1.265], [-0.565, -0.847, -2.926], [-1.533, 0.989, -1.253], [-0.141, 1.521, -2.152], [-0.004, 0.969, -0.449], [1.247, -1.854, -1.896], [1.696, -2.752, -4.803], [2.216, -3.821, -3.876], [3.755, -3.869, -3.925], [1.817, -3.464, -2.546], [1.999, -1.767, -4.447], [0.606, -2.810, -4.853], [2.069, -2.783, -5.827], [1.737, -4.763, -4.152], [4.185, -3.028, -3.381], [4.156, -3.826, -4.939], [4.133, -4.801, -3.500], [2.104, -4.162, -1.946], [-3.185, 0.454, -4.303], [-3.160, 1.444, -5.480], [-1.857, 2.184, -5.582], [-3.292, 0.698, -6.695], [-4.171, 0.004, -4.162], [-2.949, 0.990, -3.379], [-2.477, -0.367, -4.417], [-3.996, 2.141, -5.361], [-1.008, 1.500, -5.600], [-1.704, 2.798, -4.689], [-1.787, 2.880, -6.417], [-4.041, 0.105, -6.573]],
  "mulliken_charge": [-1.2221, 1.6978, -2.0384, -1.3953, -0.1834, -1.3383, 1.7538, -1.9389, -1.2337, 0.1311, -0.3605, 0.4535, 0.3031, 0.0190, 0.4254, 0.3940, 0.4251, 0.3453, 0.5504, 0.4839, -0.1505, 0.3956, 0.4401, 0.4022, 0.4702, 0.2518, 0.4121, -0.2802, 0.4104, 0.3285, -2.0064, 2.2617, -2.3594, -0.8590, 0.4848, -1.2943, 1.7141, -2.1165, -1.5240, 0.5562, -0.5556, 0.4501, 0.4209, 0.0646, 0.6570, 0.3170, 0.3948, -0.2046, 0.6461, -0.6156, 0.2089, 0.6348, 0.1361, 0.4021, 0.3641, 0.4811, 0.2732, 0.3348, 0.4073, 0.3529, -1.6056, 1.4517, -2.0878, -0.8576, -1.1482, 0.1203, 1.3589, -1.9443, -1.4069, 1.5517, -0.6297, -0.2216, 0.5411, 0.4446, 0.3198, 0.4688, 0.3717, 0.5748, -0.0869, 0.4453, 0.4825, -0.5422, 0.3974, 0.4299, 0.3772, 0.2859, 0.4852, 0.0828, 0.0537, 0.2266, -1.9109, 2.0944, -1.9491, -0.0563, -0.8985, -0.7518, 1.5223, -1.7596, -1.8754, 1.0836, -0.6079, 0.4332, 0.5618, 0.0185, 0.3565, 0.4615, 0.3816, 0.7272, -1.0062, 0.4632, 0.1088, -0.4526, 0.7612, 0.2906, 0.3704, 0.4267, 0.4246, 0.3768, 0.1916, 0.3678, -0.8607, 0.9790, -1.7968, -0.2836, 0.1589, 0.5432, 0.0027, 0.0961, 0.3338, 0.4488, 0.4073, 0.0557, -0.4889, 1.4361, 1.4325, -0.4415, -0.6260, -0.2194, 0.5852, -0.0976, -0.7012, -0.2293, -0.6003, -0.0004, -1.1102, 0.6729, -1.4660, -0.4105, -0.1471, 0.3731, 0.5107, 0.2700, 0.3098, 0.4391, 0.3405, -0.0062, -0.7774, 0.2303, -0.6665, -0.5758, 0.4329, -0.1341, 0.4779, 0.2059, 0.0707, -0.0691, 0.4672, 0.3555],
  "charge": 0,
  "smiles": "CC1(C)CCCC(C)(C)N1O.CC1(C)CCCC(C)(C)N1O.CC1(C)CCCC(C)(C)N1O.CC1(C)CCCC(C)(C)N1O.CC(C)O.CC(C)O.CC(C)O.CC(C)O",
  "gap_ev": 8.09,
  "homo_energy_ev": -7.6,
  "e_lumo_ev": 0.443
}



[2]
{
  "formula": "C5H8O2",
  "method": "ωB97M-V/def2-TZVPD",
  "species": ["O", "C", "C", "C", "C", "C", "O", "H", "H", "H", "H", "H", "H", "H", "H"],
  "xyz": [[-0.214, 2.687, -0.134], [-0.166, 1.515, -0.932], [0.225, 0.390, -0.043], [-0.615, -0.580, 0.294], [-0.357, -1.560, 1.379], [1.232, -1.987, -0.959], [0.846, -2.307, -1.978], [-0.307, 3.440, -0.728], [0.563, 1.626, -1.750], [-1.146, 1.286, -1.381], [1.227, 0.423, 0.387], [-0.826, -0.894, 2.109], [-1.646, -0.577, -0.055], [-0.891, -2.517, 1.321], [0.691, -1.722, 1.648]],
  "mulliken_charge": [-0.5132, -0.4740, -0.0370, -0.2375, -1.2115, 0.1751, -0.2118, 0.2981, 0.2949, 0.2601, 0.3884, 0.3424, 0.2655, 0.3210, 0.3395],
  "charge": 0,
  "gap_ev": 10.24,
  "homo_energy_ev": -9.3,
  "e_lumo_ev": 0.945
}



[3]
{
  "formula": "C2H5NO",
  "method": "ωB97M-V/def2-TZVPD",
  "species": ["C", "C", "N", "O", "H", "H", "H", "H", "H"],
  "xyz": [[1.057, -0.350, 0.071], [-0.328, -0.251, -0.310], [-1.162, 0.686, 0.092], [-2.435, 0.798, -0.203], [1.383, 0.361, 0.798], [1.760, -0.301, -0.715], [1.355, -1.294, 0.418], [-0.682, -0.974, -1.038], [-0.948, 1.325, 0.887]],
  "mulliken_charge": [-1.1036, 0.0744, 0.0875, -0.5964, 0.3083, 0.2996, 0.3190, 0.3671, 0.2441],
  "charge": 0,
  "smiles": "C/C=[NH+]/[O-]",
  "gap_ev": [9.37, 9.37],
  "homo_energy_ev": [-8.5, -8.5],
  "e_lumo_ev": [0.870, 0.870]
}



[4]
{
  "formula": "C3H6N2O",
  "method": "ωB97M-V/def2-TZVPD",
  "species": ["N", "C", "O", "C", "C", "N", "H", "H", "H", "H", "H", "H"],
  "xyz": [[0.456, -1.210, -0.915], [0.771, -0.015, -0.344], [1.894, 0.378, -0.438], [-0.299, 0.762, 0.403], [-1.006, -0.181, 1.339], [-1.687, 0.379, 0.067], [-0.425, -1.147, -1.225], [1.003, -1.289, -1.928], [0.114, 1.712, 0.447], [-1.109, 0.201, 2.397], [-0.652, -1.342, 1.052], [-2.260, 1.268, 0.306]],
  "mulliken_charge": [-0.6146, 0.3362, -0.5931, 0.0657, -0.5090, -0.5956, 0.2791, 0.3106, 0.4687, 0.2798, 0.3080, 0.2643],
  "charge": 0,
  "smiles": "NC(=O)[C@@H]1CN1",
  "gap_ev": 10.45,
  "homo_energy_ev": -9.6,
  "e_lumo_ev": 0.887
}



[5]
{
  "formula": "C18H19CaN6O3S2",
  "method": "ωB97M-V/def2-TZVPD",
  "species": ["Ca", "N", "C", "C", "C", "C", "C", "C", "S", "O", "O", "N", "C", "N", "C", "C", "C", "N", "H", "H", "H", "H", "H", "H", "H", "H", "H", "N", "C", "C", "C", "C", "N", "C", "C", "H", "H", "H", "H", "C", "S", "C", "O", "H", "H", "H", "H", "H", "H"],
  "xyz": [[-2.660, -10.301, 15.495], [-8.549, -8.601, 21.342], [-7.648, -9.127, 20.400], [-7.160, -8.262, 19.391], [-6.344, -8.742, 18.359], [-5.876, -10.024, 18.533], [-6.233, -10.828, 19.597], [-7.215, -10.396, 20.434], [-4.847, -10.780, 17.372], [-5.013, -10.227, 15.999], [-5.006, -12.244, 17.419], [-3.349, -10.363, 17.807], [-2.499, -11.307, 18.237], [-2.761, -11.958, 19.361], [-1.844, -12.859, 19.719], [-0.646, -13.000, 18.960], [-0.472, -12.212, 17.860], [-1.443, -11.421, 17.479], [-9.053, -7.759, 21.131], [-9.017, -9.268, 22.027], [-7.241, -7.169, 19.496], [-6.037, -8.056, 17.579], [-5.911, -11.808, 19.709], [-7.352, -10.977, 21.381], [-1.977, -13.444, 20.635], [0.205, -13.648, 19.111], [0.325, -12.245, 17.092], [-1.455, -5.318, 9.740], [-1.460, -6.110, 10.562], [-1.583, -7.042, 11.621], [-1.280, -6.622, 12.907], [-1.546, -7.482, 13.956], [-1.923, -8.755, 13.770], [-2.168, -9.186, 12.591], [-2.184, -8.285, 11.436], [-0.962, -5.593, 13.130], [-1.318, -7.247, 14.992], [-2.513, -10.178, 12.478], [-2.464, -8.656, 10.467], [-4.553, -13.514, 14.080], [-2.745, -13.600, 14.445], [-2.772, -14.266, 16.129], [-2.323, -12.136, 14.426], [-5.029, -13.054, 14.934], [-5.011, -14.506, 13.894], [-4.614, -12.901, 13.194], [-3.285, -15.209, 16.093], [-3.218, -13.637, 16.900], [-1.690, -14.503, 16.300]],
  "mulliken_charge": [2.0851, -0.5468, 0.8443, -0.7683, -0.5308, -0.1217, -0.5591, -0.7344, 2.1008, -0.9560, -0.7246, -0.9271, 0.6484, -0.3970, -0.2335, -0.4795, -0.3197, -0.2376, 0.2151, 0.2194, 0.2968, 0.4113, 0.4900, 0.2267, 0.4319, 0.3851, 0.4301, -0.3413, -0.0790, 0.6649, -0.5225, -0.3757, -0.5617, -0.1525, -0.7625, 0.4054, 0.4092, 0.5592, 0.4198, -0.7398, 0.3103, -0.6785, -0.6038, 0.1969, 0.3871, 0.3179, 0.4855, 0.1236, 0.2887],
  "charge": 1,
  "gap_ev": 7.08,
  "homo_energy_ev": -10.4,
  "e_lumo_ev": -3.351
}



[6]
{
  "formula": "C18H24BF6N6Rh",
  "method": "ωB97M-V/def2-TZVPD",
  "species": ["Rh", "N", "C", "C", "C", "C", "N", "H", "H", "H", "H", "H", "H", "H", "H", "H", "H", "H", "H", "B", "N", "C", "C", "C", "N", "N", "C", "C", "C", "N", "H", "H", "H", "H", "H", "H", "H", "H", "F", "C", "F", "C", "F", "F", "F", "F", "C", "C", "C", "C", "C", "C", "H", "H", "H", "H"],
  "xyz": [[-0.004, 0.030, 0.021], [2.163, -0.956, 0.268], [3.065, -1.077, 1.424], [2.234, -1.580, 2.594], [1.282, -0.484, 3.072], [-0.190, -0.865, 3.135], [-0.926, -0.722, 1.828], [1.876, -1.887, -0.016], [2.615, -0.540, -0.537], [3.505, -0.102, 1.642], [3.885, -1.768, 1.207], [2.862, -1.952, 3.404], [1.672, -2.445, 2.228], [1.357, 0.360, 2.392], [1.597, -0.096, 4.041], [-0.699, -0.238, 3.863], [-0.302, -1.901, 3.463], [-1.666, -0.041, 1.974], [-1.386, -1.597, 1.599], [-0.840, 1.172, -3.244], [-1.925, 0.773, -2.192], [-3.222, 0.709, -2.513], [-3.928, 0.157, -1.463], [-2.959, -0.087, -0.501], [-1.761, 0.288, -0.950], [0.467, 1.612, -2.545], [1.334, 2.477, -3.082], [2.479, 2.503, -2.310], [2.211, 1.616, -1.278], [1.002, 1.065, -1.442], [-1.258, 2.118, -3.858], [-0.614, 0.232, -3.970], [-3.548, 1.061, -3.477], [-4.985, -0.026, -1.398], [-3.067, -0.501, 0.486], [1.072, 3.007, -3.981], [3.358, 3.106, -2.448], [2.788, 1.415, -0.392], [-0.073, 1.926, 2.391], [-0.131, 2.012, 0.985], [0.836, 2.942, 0.669], [-1.449, 2.778, 0.791], [-2.487, 2.036, 1.252], [-1.679, 3.062, -0.494], [-1.482, 3.935, 1.468], [-0.590, -5.769, -2.327], [-0.459, -4.524, -1.816], [-0.322, -4.366, -0.457], [-0.183, -3.074, 0.048], [-0.189, -1.934, -0.761], [-0.323, -2.166, -2.135], [-0.456, -3.440, -2.671], [-0.319, -5.233, 0.191], [-0.046, -2.998, 1.124], [-0.323, -1.336, -2.824], [-0.555, -3.596, -3.737]],
  "mulliken_charge": [-0.2975, -0.3084, -0.9898, -0.6689, -0.0741, -1.1119, -0.4955, 0.2991, 0.2938, 0.3601, 0.4489, 0.4436, 0.2291, -0.1903, 0.5456, 0.4696, 0.4405, 0.2725, 0.4356, 0.0836, -0.5607, -0.3145, -1.1637, -0.7089, 1.4307, -0.3901, -0.3616, -1.3889, -0.3400, 1.0584, -0.1679, -0.1361, 0.4617, 0.4351, 0.4370, 0.4499, 0.4154, 0.5304, -0.3549, 0.6931, -0.3010, 0.4309, -0.2709, -0.2421, -0.2984, -0.3575, 0.2534, -1.1517, 0.8308, 1.1000, -0.6265, -0.8181, 0.4715, 0.0800, 0.2009, 0.4889],
  "charge": 0,
  "gap_ev": 8.81,
  "homo_energy_ev": -8.4,
  "e_lumo_ev": 0.435
}